Record 1
The following is a quantum chemistry calculation of one molecule with the formula C4H6NO2P in a non-equilibrium geometry, from OMol25.

Values from the calculation:
**Lowest unoccupied orbital energy**: 0.81 eV
**Electronic energy**: -19112.33938 eV
**ΔE to the lowest compared entry with this formula, charge and spin**: 711.14 kJ/mol

```
! RIJCOSX wB97M-V def2-TZVPD def2/J DEFGRID3
* xyz 0 1
C -3.2462 -0.0855 -0.1468
H 2.6314 1.3833 -0.9196
C -2.2383 -0.9775 -0.4366
H 0.8931 0.7467 2.0048
O -2.6161 1.0395 0.4369
C -1.2919 0.8180 0.5939
H -4.2067 0.0686 -0.4151
P 1.3071 0.0214 0.7148
O 0.1544 -1.0813 0.3640
H 2.1795 -0.8653 1.4335
H 1.0716 0.5759 -1.4439
H -2.2949 -1.8360 -1.0604
N -1.0754 -0.4233 0.1694
C 2.0039 0.5536 -0.7866
*
```

Record 2
The following is a quantum chemistry calculation of C6H4AlCl2N2O3Y as an isolated structure in a non-equilibrium geometry, from OMol25.

Values from the calculation:
**Lowest unoccupied orbital energy**: -16.46 eV
**Electronic energy**: -48050.27691 eV

```
! RIJCOSX wB97M-V def2-TZVPD def2/J DEFGRID3
* xyz 4 1
C -0.7387 -0.9079 1.0250
H 0.4825 4.1967 3.1887
N 1.5335 1.1995 2.4325
H -0.5763 3.0938 0.8754
O 0.8121 -1.7637 -8.1346
O -0.7045 1.6613 -10.6224
C 0.6980 3.2206 2.7720
Cl 1.8789 -0.5486 -1.1092
C 0.5012 -0.6519 -7.9383
Cl -0.1298 1.5603 -5.3928
H 2.0196 0.3114 2.5010
O -0.9024 -1.5403 1.9800
Y -0.0503 0.7422 -0.5247
C 1.5484 2.2353 3.2867
C 0.1644 2.7115 1.5898
C -0.4864 1.6176 -9.4731
H 2.1643 2.2099 4.1866
N 0.7178 1.4760 1.3546
Al 0.0098 1.2893 -7.4559
*
```

The HOMO energy results, record by record, are as follows: -7.64, -21.32 eV.
The orbital gap results, record by record, are as follows: 8.45, 4.86 eV.